No. 1
C5H9I3 | ωB97M-V/def2-TZVPD

Calculated values
ΔE to the lowest compared entry with this formula, charge and spin: 0.0 kJ/mol
gap between HOMO and LUMO: 8.42 eV
LUMO level: -1.00 eV
HOMO level: -9.42 eV
electronic energy: -1088.9011 Ha

ORCA input file:
```
! RIJCOSX wB97M-V def2-TZVPD def2/J DEFGRID3
* xyz 0 1
C -0.87391 -1.65963 -0.00786
C -2.35833 1.52662 0.18035
C -0.84186 -0.26013 -0.68065
C -1.27612 0.77244 0.21027
C 2.95250 0.34510 0.19504
I 3.43544 -1.57107 -0.81481
I 4.05191 1.96357 -0.55977
I 3.12153 0.19604 2.32975
H -1.82486 -2.17232 -0.04225
H -0.38592 -1.54432 1.07382
H -0.08391 -2.18312 -0.69465
H -2.49251 2.30004 0.95467
H -3.19807 1.40502 -0.51948
H 1.91223 0.43614 -0.11644
H 0.15974 -0.13879 -0.98966
H -1.61162 -0.10437 -1.59360
H -0.68625 0.68877 1.07527
*
```

=====

No. 2
C19H29BCl2CsF2KNO9P | ωB97M-V/def2-TZVPD

Calculated values
gap between HOMO and LUMO: 3.56 eV
LUMO level: -2.49 eV
HOMO level: -6.05 eV
electronic energy: -3579.4422 Ha

ORCA input file:
```
! RIJCOSX wB97M-V def2-TZVPD def2/J DEFGRID3
* xyz 0 1
C 4.79339 -3.41354 0.20180
C 4.18593 -2.32376 -0.65319
C 4.47299 -0.99703 -0.35193
C 3.95735 0.01133 -1.15736
C 3.15255 -0.24250 -2.25969
C 2.67276 0.89573 -3.13971
C 1.16791 0.87071 -3.47221
C 3.02646 2.29791 -2.61880
C 2.83977 -1.57407 -2.54985
O 2.04398 -1.79245 -3.66677
C 1.11250 -2.84409 -3.51212
P -0.50242 -2.51236 -2.52482
C -2.26523 -2.30612 -1.69062
C -2.46681 -0.97680 -0.90567
O -1.99525 0.05088 -1.28868
N -3.30287 -1.02785 0.28025
C -2.38795 -1.14408 1.46918
C -3.99888 0.28881 0.32879
C 3.37048 -2.56669 -1.74183
H 5.88812 -3.34125 0.18597
H 4.49144 -3.32672 1.24958
H 4.55461 -4.41690 -0.16899
H 5.10471 -0.76139 0.50050
H 4.24687 1.02164 -0.88890
H 3.19861 0.77923 -4.10157
H 0.68896 1.81806 -3.26320
H 1.05401 0.69335 -4.55309
H 0.68823 0.02525 -2.98294
H 2.59965 3.07063 -3.26308
H 2.59140 2.44445 -1.62142
H 4.10673 2.48457 -2.56494
H 1.54898 -3.75843 -3.08380
H 0.80609 -3.10371 -4.53858
H -1.12182 -2.09049 -3.76606
H -0.57516 -3.91906 -2.17802
H 0.11748 -1.67304 -1.56843
H -2.48484 -3.24245 -1.07591
H -3.06161 -2.31571 -2.54122
H -2.60541 -0.30980 2.14213
H -2.60664 -2.08546 1.98126
H -1.32958 -1.09302 1.19673
H -4.36388 0.58867 -0.68094
H -4.81767 0.16996 1.06341
H -3.28638 1.06170 0.66063
H 3.13395 -3.60626 -1.97588
K -6.57661 0.06358 0.69374
B -2.16647 2.90162 3.53273
O -3.35750 2.10949 3.09424
C -3.84404 1.48583 4.12514
O -4.80175 0.74378 4.04212
C -3.01168 1.81833 5.36316
O -3.20572 1.39129 6.46982
O -2.04407 2.63832 5.00947
F -2.37945 4.24646 3.29831
F -1.04827 2.43634 2.87097
C 1.25738 2.83061 7.19569
Cl 0.61262 2.52189 5.58797
Cl 0.73838 1.59995 8.36445
H 2.34085 2.82669 7.15074
H 0.90347 3.79833 7.53311
Cs -3.37184 -3.64149 -3.16986
C -1.61582 3.29171 -1.06901
O -1.87379 2.78429 0.04772
O -1.72903 2.32557 -2.12026
O -1.29536 4.42885 -1.39995
H -1.97484 1.59076 -1.53037
*
```

=====

No. 3
C39H39CuO4P2Sb | ωB97M-V/def2-TZVPD

Calculated values
ΔE to the lowest compared entry with this formula, charge and spin: 0.0 kJ/mol
gap between HOMO and LUMO: 8.73 eV
LUMO level: -2.09 eV
HOMO level: -10.82 eV
electronic energy: -4373.8516 Ha

ORCA input file:
```
! RIJCOSX wB97M-V def2-TZVPD def2/J DEFGRID3
* xyz 1 1
Cu 0.44825 0.32558 -1.29142
O 2.22944 -0.23105 -0.62751
P 2.47647 -1.42156 0.27714
C 3.68488 -2.52634 -0.43706
C 4.73262 -1.96683 -1.16961
C 5.71613 -2.78431 -1.70058
C 5.65960 -4.15754 -1.49953
C 4.61697 -4.71813 -0.77680
C 3.62501 -3.90534 -0.24822
C 0.94290 -2.32525 0.49985
C 0.28027 -2.75313 -0.65649
C -0.98236 -3.31215 -0.56370
C -1.58480 -3.45799 0.68315
C -0.92827 -3.04395 1.83084
C 0.33334 -2.46788 1.74043
C 3.04269 -0.90531 1.88813
C 2.81840 0.40904 2.28889
C 3.21498 0.81966 3.55358
C 3.82956 -0.07909 4.41246
C 4.05385 -1.39192 4.01557
C 3.66414 -1.80605 2.75307
H 4.77219 -0.89555 -1.32083
H 6.52974 -2.35262 -2.26689
H 6.43062 -4.79386 -1.91189
H 4.57350 -5.78811 -0.62762
H 2.80447 -4.34749 0.30335
H 0.74969 -2.64092 -1.62786
H -1.49379 -3.64602 -1.45622
H -2.56747 -3.90532 0.75752
H -1.39981 -3.15547 2.79720
H 0.83032 -2.11373 2.63426
H 2.34616 1.10273 1.60600
H 3.04940 1.84163 3.86570
H 4.14319 0.24491 5.39552
H 4.54094 -2.08622 4.68578
H 3.85592 -2.82429 2.43763
C -3.23172 0.57778 4.99204
C -3.56801 -0.38285 4.04813
C -3.05549 -0.30171 2.76195
C -2.21254 0.74855 2.40508
C -1.87395 1.70523 3.35627
C -2.38348 1.61768 4.64590
Sb -1.43094 0.89312 0.43060
C -1.06374 2.98332 0.41196
C -2.06421 3.93023 0.62994
C -1.76399 5.28394 0.60035
C -0.45990 5.70526 0.36844
C 0.54687 4.77238 0.17360
C 0.24293 3.41663 0.19670
C -3.22929 0.77368 -0.70444
C -3.96309 -0.41310 -0.69471
C -5.07657 -0.56445 -1.50824
C -5.46438 0.46838 -2.35105
C -4.73093 1.64409 -2.38262
C -3.61657 1.79505 -1.56657
H -3.63299 0.51609 5.99438
H -4.23321 -1.19414 4.31219
H -3.32728 -1.06437 2.04393
H -1.21974 2.53100 3.10098
H -2.11957 2.36953 5.37744
H -3.08312 3.61372 0.82035
H -2.54714 6.01277 0.76090
H -0.22969 6.76169 0.34614
H 1.56399 5.09763 -0.00029
H 1.03927 2.69448 0.03518
H -3.66051 -1.24423 -0.06935
H -5.63853 -1.48873 -1.48806
H -6.33165 0.35289 -2.98669
H -5.02365 2.44729 -3.04554
H -3.04959 2.71609 -1.61362
C 2.48612 0.60456 -4.06066
O 1.16389 1.07647 -4.36662
P -0.05834 0.66323 -3.44134
O -1.16602 1.72315 -3.86114
C -1.00195 3.11041 -3.53936
O -0.59094 -0.65127 -4.15746
C -1.67516 -1.38177 -3.56660
H 2.90037 0.17893 -4.97049
H 2.46994 -0.15326 -3.27623
H 3.09041 1.44794 -3.73173
H -1.95785 3.58999 -3.73064
H -0.23644 3.54659 -4.17852
H -0.73587 3.24111 -2.48880
H -1.60786 -2.40239 -3.93304
H -2.62182 -0.93420 -3.86455
H -1.60519 -1.37460 -2.47798
*
```

=====

No. 4
C2H7N3S2 | ωB97M-V/def2-TZVPD

Calculated values
ΔE to the lowest compared entry with this formula, charge and spin: 309.9 kJ/mol
gap between HOMO and LUMO (spin up / spin down): 8.32 / 8.32 eV
LUMO level (spin up / spin down): -10.11 / -10.11 eV
HOMO level (spin up / spin down): -18.43 / -18.42 eV
electronic energy: -1040.2608 Ha

ORCA input file:
```
! RIJCOSX wB97M-V def2-TZVPD def2/J DEFGRID3
* xyz 2 1
C 0.38355 -1.08389 0.21435
C -0.38988 1.17746 0.52884
N -0.69918 -1.63820 -0.20587
N 1.54948 -1.47459 0.58822
N -0.03391 1.62161 -0.83992
S -2.04571 0.60633 0.84058
S -2.05422 -0.56927 -0.82880
H 0.18659 1.66440 1.24886
H -0.95461 -2.55150 0.08375
H 2.40630 -0.99808 0.78736
H 1.75175 -2.35267 1.01072
H -0.27913 2.71440 -0.85036
H -0.79957 1.32636 -1.54331
H 0.97853 1.55765 -1.03442
*
```

=====

No. 5
C21H64N4O9 | ωB97M-V/def2-TZVPD

Calculated values
ΔE to the lowest compared entry with this formula, charge and spin: 357.4 kJ/mol
gap between HOMO and LUMO: 8.89 eV
LUMO level: 0.46 eV
HOMO level: -8.43 eV
electronic energy: -1734.4087 Ha

ORCA input file:
```
! RIJCOSX wB97M-V def2-TZVPD def2/J DEFGRID3
* xyz 0 1
C -0.39412 -1.58326 -4.55704
O -0.35918 -2.96378 -4.05328
H -1.40757 -1.24413 -4.34259
H 0.31850 -0.92911 -4.05467
H -0.13107 -1.52360 -5.61314
H -0.92823 -2.88813 -3.28383
C 0.50823 -1.03423 -0.51471
O 1.63159 -0.42167 0.02205
H -0.24434 -1.07721 0.27261
H 0.20177 -0.36013 -1.31457
H 0.75117 -1.95794 -1.03993
H 1.74504 0.46794 -0.32047
C -0.82547 2.57199 -3.02995
O -0.50189 3.78920 -3.74212
H -1.48767 1.92825 -3.60890
H 0.04567 1.92987 -2.89995
H -1.41464 2.63948 -2.11538
H -1.28002 4.35041 -3.70814
C -1.73173 -3.43421 -1.10712
O -2.18987 -2.72526 -2.15973
H -2.30048 -4.36152 -1.03843
H -0.73884 -3.69520 -1.47335
H -1.77124 -2.77040 -0.24346
H -3.03696 -2.37683 -1.87225
C 3.19287 -3.75760 -1.08100
O 2.13108 -3.99164 -1.96219
H 4.06657 -4.35601 -1.33922
H 3.36613 -2.69828 -0.89148
H 2.88606 -4.06888 -0.08247
H 2.34331 -3.68721 -2.84756
C 4.72813 -1.55271 1.45936
C 5.12273 -0.20574 2.03205
C 6.53758 0.30368 1.59132
O 7.44218 -0.40055 2.29828
C 8.82199 -0.20803 1.83595
N 4.04909 0.65837 1.62845
H 4.99857 -1.68981 0.41238
H 3.66990 -1.81288 1.48304
H 5.25496 -2.33374 2.00761
H 5.04670 -0.18194 3.11914
H 6.73821 1.35083 1.81783
H 6.74156 0.25440 0.52171
H 8.92199 -0.43270 0.77405
H 9.48733 -0.89973 2.35264
H 9.20044 0.80890 1.93958
H 4.31600 1.44730 1.05708
H 3.30328 0.14593 1.17981
C -0.53901 2.98787 1.96689
C -0.32357 3.63179 0.58904
C 0.07907 5.14675 0.82466
O 1.31923 5.18593 1.56486
C 2.35783 5.89296 0.89234
N 0.83452 2.95345 0.01482
H 0.17956 3.26608 2.73784
H -0.47215 1.90098 1.91905
H -1.54816 3.22026 2.30705
H -1.12340 3.47657 -0.13503
H -0.59546 5.79073 1.38893
H 0.14575 5.64797 -0.14097
H 3.23100 5.40702 1.32773
H 2.35610 6.93571 1.20978
H 2.43010 5.58871 -0.15184
H 1.58649 3.37100 0.54424
H 0.99615 3.51073 -0.81186
C -3.16192 0.85959 -0.79571
C -4.21788 -0.01649 -1.35605
C -3.98015 -0.06630 -2.80516
O -4.13388 1.21453 -3.46320
C -5.53668 1.57635 -3.61868
N -4.09336 -1.27824 -0.65244
H -3.12658 0.89358 0.29318
H -3.24865 1.84808 -1.24680
H -2.22316 0.39804 -1.10197
H -5.24262 0.30333 -1.16704
H -4.66960 -0.80142 -3.22035
H -2.97266 -0.43215 -3.00316
H -5.54752 2.63356 -3.88377
H -6.22799 1.40938 -2.79266
H -6.02203 1.09545 -4.46796
H -4.86250 -1.90244 -0.84972
H -4.03367 -1.25282 0.35548
C -0.93543 -3.42794 3.26397
C -2.30526 -2.69877 3.45567
C -2.85951 -1.91740 2.22817
O -4.02768 -1.13698 2.60043
C -3.68501 0.04547 3.36803
N -3.27413 -3.53189 4.06063
H -0.66871 -4.09965 4.07991
H -0.12113 -2.70348 3.25104
H -0.95336 -3.99028 2.33040
H -1.97949 -1.83559 4.03608
H -3.14032 -2.58701 1.41524
H -2.03431 -1.31325 1.85117
H -4.58686 0.65737 3.34915
H -2.90849 0.74003 3.04754
H -3.34078 -0.33650 4.32911
H -4.15996 -3.07327 4.21896
H -3.45805 -4.20991 3.33498
*
```

=====

For the records above, the corresponding strongest force on any atom values read 0.08956 0.36564 0.00727 0.09534 0.08227 Eh/bohr.